Record 1
DFT (ωB97M-V with the def2-TZVPD basis set) results for C14H17FeIN2O2 as an isolated structure in a non-equilibrium geometry.

energy above the lowest of the compared OMol25 structures with the same formula, charge and spin	4.891	eV
LUMO level (alpha / beta)	-0.36 / -0.47	eV
E_HOMO (alpha / beta)	-0.2309 / -0.2566	Eh
total energy	-64352.3244	eV
Kohn-Sham gap (alpha / beta)	0.2178 / 0.2395	hartree
multiplicity	5

```
37
Properties=species:S:1:pos:R:3:forces:R:3:mulliken_spin:R:1
I 0.89983 -2.70443 -2.21618 2.1 -2.0 -1.0 0.183
Fe -0.70165 -1.03899 -1.26353 5.0 1.8 2.5 3.281
O 0.44369 -2.68157 1.16812 0.2 -0.9 -0.1 -0.017
O 1.75371 -0.92019 0.64838 -0.9 -1.4 -0.3 0.070
N 0.50067 0.74953 -1.38554 0.1 1.2 -0.2 0.024
N -0.82612 0.35959 0.99176 0.0 0.8 -0.4 -0.016
C 1.21376 0.89223 -2.51662 0.4 0.1 0.6 0.012
C 1.49775 -3.36216 1.89104 -0.2 0.2 0.3 0.022
C 1.74012 2.59322 -0.46011 -0.5 -0.2 0.3 -0.003
C 0.78583 -1.64166 0.40809 0.5 2.1 0.4 0.384
C 0.72961 1.61977 -0.35959 0.8 -0.4 -1.3 0.004
C -2.46780 -1.05504 -0.76467 -2.7 -1.7 1.3 0.025
C -1.59953 1.04618 3.13504 -0.1 -0.4 -0.2 0.002
C 2.55064 2.66586 -1.58631 -0.6 -0.6 -0.1 0.005
C 2.28699 1.78323 -2.63375 -0.5 0.0 0.2 -0.005
C -0.80039 2.18643 3.06069 0.0 -0.1 -0.1 0.000
C -1.58594 0.14463 2.06261 0.7 1.2 0.3 0.001
C -0.06997 1.46222 0.86348 -0.8 -0.1 2.0 0.011
C -0.03594 2.40371 1.92109 0.1 -0.4 -0.8 0.003
C -1.95820 -1.29343 -2.58916 -2.6 -1.5 -2.2 -0.066
H -2.74270 -2.04409 -2.75906 0.1 0.6 -0.2 0.004
H -2.16486 -0.39208 -3.14376 -0.1 0.4 -0.1 0.019
H 1.88714 3.26913 0.38018 0.1 -0.2 -0.3 -0.001
H -2.87348 -0.05926 -0.70384 -0.1 0.2 0.2 0.013
H -2.23531 0.82616 3.99297 0.2 0.2 -0.2 -0.001
H 3.35268 3.39057 -1.63802 0.0 -0.1 0.0 0.000
H 0.94920 0.22154 -3.33544 0.2 0.1 0.3 0.006
H -1.89742 -1.34459 0.15998 -0.8 0.1 -0.1 -0.005
H -3.25335 -1.81173 -0.80481 -0.1 0.5 -0.2 0.014
H -1.07625 -1.84487 -2.96416 -0.5 0.6 -0.7 0.029
H 2.88602 1.76308 -3.53235 0.0 0.1 0.0 0.000
H -2.20199 -0.75325 2.07180 0.2 0.1 0.0 -0.001
H 1.70744 -2.82350 2.82144 0.1 -0.1 -0.2 0.003
H 1.08687 -4.34930 2.11533 0.1 0.2 0.0 0.000
H -0.77595 2.91373 3.87447 0.0 -0.3 -0.2 0.000
H 2.40866 -3.45743 1.28605 -0.3 0.2 0.1 0.000
H 0.58626 3.28676 1.80439 -0.3 -0.1 0.3 0.000
```
Positions in Å, forces in eV/Å.



Record 2
DFT (ωB97M-V with the def2-TZVPD basis set) results for C16H17Cl28N2O2 as an isolated structure in a non-equilibrium geometry.

net charge	+1
LUMO level	-3.42	eV
E_HOMO	-0.4214	Eh
total energy	-374553.2051	eV
Kohn-Sham gap	0.2956	hartree
multiplicity	1

```
65
Properties=species:S:1:pos:R:3:forces:R:3:nbo_charge:R:1
Cl 3.14695 -5.41765 -5.30165 0.1 -0.3 0.3 0.042
Cl 7.51276 -2.80884 -1.11858 -0.4 -0.1 -0.2 0.055
Cl 5.43133 -4.79891 -0.70255 0.6 0.9 0.7 0.061
Cl 4.44980 -7.97833 -4.84205 -0.3 0.3 0.2 0.059
Cl -2.26064 4.92336 -1.30727 0.5 -0.1 -0.3 0.069
Cl -4.39644 1.73890 -6.03505 0.5 -0.1 0.0 0.061
Cl 7.47675 -3.32133 2.30098 0.1 -0.4 0.2 0.046
Cl 5.15867 -2.83102 -2.82832 0.1 0.0 0.3 0.036
Cl 4.92870 -2.00909 -0.04679 0.9 -1.8 -0.8 0.059
Cl -2.13558 0.01761 -5.40934 0.0 0.2 -0.1 0.021
Cl -9.79855 4.10049 3.27179 -0.1 -0.3 0.4 0.053
Cl 4.05929 -6.12725 -2.63152 -0.6 -0.5 -1.2 0.045
Cl -4.46236 4.58387 2.27643 -0.3 0.0 -0.4 0.062
Cl 0.64289 4.73913 -1.34379 -0.3 0.0 -0.3 0.050
Cl -2.26333 1.37461 -7.97994 -0.1 0.0 0.5 0.072
Cl -1.77319 2.90103 -5.55188 -0.6 -0.5 -1.2 0.054
Cl -10.59612 3.32283 5.95969 0.3 -0.1 -0.4 0.067
Cl 9.84828 -5.00194 2.17006 -0.5 0.0 0.1 0.060
Cl 7.20483 -6.19553 1.93924 0.3 0.3 0.3 0.049
Cl -5.15954 3.28871 -0.23399 -0.2 0.2 0.0 0.019
Cl -0.95671 2.79537 -2.80288 0.4 0.2 1.1 0.025
Cl -7.24213 4.46031 1.42614 0.7 0.0 -0.2 0.067
Cl -5.36506 6.18013 0.01750 0.0 -0.4 0.2 0.061
Cl -7.83866 2.96966 5.10094 -0.4 0.0 -0.1 0.047
Cl -9.93517 1.28463 3.99136 0.1 0.4 0.1 0.052
Cl 8.10161 -5.12906 4.49351 0.0 0.1 -0.4 0.056
Cl 1.77541 -7.49915 -3.80098 0.3 0.1 -0.1 0.040
Cl -0.79405 5.54429 -3.74227 0.0 -0.3 0.4 0.073
O -1.10225 1.30451 1.41694 0.2 -2.6 -0.2 -0.549
O 0.55215 -0.05337 2.42727 -0.9 1.5 -1.3 -0.731
N -3.45229 1.09716 1.86212 0.6 -1.8 -0.6 -0.806
N -1.61148 -0.89896 -0.14079 -0.4 0.6 -0.8 -0.539
C 3.81236 0.70033 0.36882 0.5 -0.6 -0.8 -0.476
C 8.15788 -4.91194 2.72593 0.1 0.0 0.0 -0.210
C 1.28907 1.74796 0.82287 0.2 0.6 0.3 -0.465
C -9.54215 2.91942 4.58094 -0.1 0.0 0.1 -0.210
C -0.84215 4.50056 -2.29906 -0.2 0.3 0.2 -0.208
C -2.25510 -1.04863 1.21896 1.4 -1.3 2.5 -0.300
C -2.64212 1.50806 -6.24407 -0.1 0.4 -0.4 -0.211
C 0.18803 0.58978 1.13686 -0.5 1.0 1.6 0.527
C 2.45421 1.38542 -0.25662 0.7 0.7 -0.2 -0.418
C -0.13558 -0.45460 -0.07732 2.2 -0.1 -0.7 -0.292
C -2.09073 0.38365 2.00206 -2.5 0.6 0.2 0.229
C 5.75788 -3.11194 -1.17404 0.3 0.1 -0.3 -0.207
C 3.35788 -6.75559 -4.14408 0.0 -0.2 0.0 -0.215
C -5.55726 4.62828 0.87153 -0.2 0.2 0.3 -0.211
C 3.54921 -0.56251 1.37794 -1.5 -5.2 7.7 -0.118
C 3.39539 -1.55944 2.37958 0.0 7.8 -6.1 -0.225
H -3.35038 -1.47224 1.18597 2.2 1.2 -0.3 0.261
H 0.72354 2.75774 0.54817 1.1 -2.4 0.3 0.268
H 0.54489 -1.42106 -0.03260 -1.4 2.1 0.1 0.276
H 2.13021 0.72964 -1.16854 0.3 1.2 1.8 0.212
H 2.99249 -2.16484 3.32642 1.3 1.5 -2.8 0.302
H -1.61376 -1.85106 1.82737 -1.3 1.6 -1.6 0.253
H 4.41022 0.25829 -0.56499 -1.4 1.1 2.2 0.264
H -3.71347 1.15856 0.83227 0.6 0.1 1.6 0.348
H -1.70494 -1.76303 -0.75336 0.2 1.2 1.1 0.457
H 2.81165 2.42525 -0.72437 -0.8 -2.3 1.0 0.248
H -4.15727 0.40122 2.24790 1.0 1.3 -0.4 0.359
H 0.51431 0.70418 3.10469 0.2 -1.5 -1.5 0.493
H 1.84029 1.98476 1.85484 -1.3 -0.7 -2.2 0.245
H -2.10075 -0.11788 -0.66433 0.4 -1.0 0.7 0.443
H 4.53185 1.53788 0.81282 -1.8 -2.1 -0.4 0.262
H -1.95040 0.22942 3.16814 0.0 0.1 -2.6 0.219
H 0.04886 0.08813 -1.12502 -0.3 -1.1 2.5 0.261
```
Positions in Å, forces in eV/Å.



Record 3
DFT (ωB97M-V with the def2-TZVPD basis set) results for C5H8O in the gas phase.

energy above the lowest of the compared OMol25 structures with the same formula, charge and spin	1.927	eV
LUMO level	0.97	eV
E_HOMO	-0.3699	Eh
total energy	-7360.3279	eV
Kohn-Sham gap	0.4057	hartree
multiplicity	1

```
14
Properties=species:S:1:pos:R:3:forces:R:3:nbo_charge:R:1
O -0.05178 -1.43155 -0.72561 0.2 -0.1 0.0 -0.718
C -1.94133 -0.06566 -0.37938 0.0 0.0 0.0 -0.620
C 0.34194 0.80137 0.17663 0.0 0.1 0.0 -0.508
C -0.56546 -0.44363 0.14138 -0.2 0.2 0.1 0.115
C 1.75985 0.48535 0.36611 0.5 -0.1 0.1 -0.019
C 2.93150 0.22189 0.46738 -0.5 0.1 0.0 -0.244
H 0.23825 1.33388 -0.77658 0.0 -0.1 0.1 0.236
H 3.98018 0.03651 0.54452 -0.2 0.0 0.0 0.239
H -1.84708 0.36249 -1.38367 0.0 -0.1 0.1 0.211
H -0.65276 -0.84322 1.16570 0.1 0.0 -0.2 0.157
H -2.41816 0.67250 0.27422 0.1 -0.1 -0.1 0.209
H -2.58279 -0.94854 -0.44385 0.1 0.1 0.1 0.225
H 0.85840 -1.61402 -0.45110 -0.1 0.0 -0.1 0.478
H 0.00277 1.47787 0.97009 0.0 -0.1 -0.1 0.238
```
Positions in Å, forces in eV/Å.



Please write out number 1 again, unchanged.
DFT (ωB97M-V with the def2-TZVPD basis set) results for C14H17FeIN2O2 as an isolated structure in a non-equilibrium geometry.

energy above the lowest of the compared OMol25 structures with the same formula, charge and spin	4.891	eV
LUMO level (alpha / beta)	-0.36 / -0.47	eV
E_HOMO (alpha / beta)	-0.2309 / -0.2566	Eh
total energy	-64352.3244	eV
Kohn-Sham gap (alpha / beta)	0.2178 / 0.2395	hartree
multiplicity	5

```
37
Properties=species:S:1:pos:R:3:forces:R:3:mulliken_spin:R:1
I 0.89983 -2.70443 -2.21618 2.1 -2.0 -1.0 0.183
Fe -0.70165 -1.03899 -1.26353 5.0 1.8 2.5 3.281
O 0.44369 -2.68157 1.16812 0.2 -0.9 -0.1 -0.017
O 1.75371 -0.92019 0.64838 -0.9 -1.4 -0.3 0.070
N 0.50067 0.74953 -1.38554 0.1 1.2 -0.2 0.024
N -0.82612 0.35959 0.99176 0.0 0.8 -0.4 -0.016
C 1.21376 0.89223 -2.51662 0.4 0.1 0.6 0.012
C 1.49775 -3.36216 1.89104 -0.2 0.2 0.3 0.022
C 1.74012 2.59322 -0.46011 -0.5 -0.2 0.3 -0.003
C 0.78583 -1.64166 0.40809 0.5 2.1 0.4 0.384
C 0.72961 1.61977 -0.35959 0.8 -0.4 -1.3 0.004
C -2.46780 -1.05504 -0.76467 -2.7 -1.7 1.3 0.025
C -1.59953 1.04618 3.13504 -0.1 -0.4 -0.2 0.002
C 2.55064 2.66586 -1.58631 -0.6 -0.6 -0.1 0.005
C 2.28699 1.78323 -2.63375 -0.5 0.0 0.2 -0.005
C -0.80039 2.18643 3.06069 0.0 -0.1 -0.1 0.000
C -1.58594 0.14463 2.06261 0.7 1.2 0.3 0.001
C -0.06997 1.46222 0.86348 -0.8 -0.1 2.0 0.011
C -0.03594 2.40371 1.92109 0.1 -0.4 -0.8 0.003
C -1.95820 -1.29343 -2.58916 -2.6 -1.5 -2.2 -0.066
H -2.74270 -2.04409 -2.75906 0.1 0.6 -0.2 0.004
H -2.16486 -0.39208 -3.14376 -0.1 0.4 -0.1 0.019
H 1.88714 3.26913 0.38018 0.1 -0.2 -0.3 -0.001
H -2.87348 -0.05926 -0.70384 -0.1 0.2 0.2 0.013
H -2.23531 0.82616 3.99297 0.2 0.2 -0.2 -0.001
H 3.35268 3.39057 -1.63802 0.0 -0.1 0.0 0.000
H 0.94920 0.22154 -3.33544 0.2 0.1 0.3 0.006
H -1.89742 -1.34459 0.15998 -0.8 0.1 -0.1 -0.005
H -3.25335 -1.81173 -0.80481 -0.1 0.5 -0.2 0.014
H -1.07625 -1.84487 -2.96416 -0.5 0.6 -0.7 0.029
H 2.88602 1.76308 -3.53235 0.0 0.1 0.0 0.000
H -2.20199 -0.75325 2.07180 0.2 0.1 0.0 -0.001
H 1.70744 -2.82350 2.82144 0.1 -0.1 -0.2 0.003
H 1.08687 -4.34930 2.11533 0.1 0.2 0.0 0.000
H -0.77595 2.91373 3.87447 0.0 -0.3 -0.2 0.000
H 2.40866 -3.45743 1.28605 -0.3 0.2 0.1 0.000
H 0.58626 3.28676 1.80439 -0.3 -0.1 0.3 0.000
```
Positions in Å, forces in eV/Å.



multiplicity of number 3 (C5H8O)?
1



Look up the multiplicity of the third one.
1